Record 1
Density functional theory data (wB97M-V/def2-TZVPD) for a 2-piece molecular cluster, C2H5FO overall.

Each line ends with the Löwdin charge.
Positions of all 9 atoms, in Å:
C (0.09888, -1.12757, 0.15909)  -0.014
C (-0.14392, 0.39073, -0.30385)  -0.399
O (0.18886, 0.98216, 0.78422)  0.029
F (-0.04032, 2.74285, 0.38399)  -0.133
H (1.12530, -1.09788, 0.61637)  0.096
H (-0.71832, -1.28280, 0.89549)  0.096
H (0.26901, -1.82930, -0.56606)  0.040
H (-1.22026, 0.47081, -0.69497)  0.133
H (0.44078, 0.75099, -1.27428)  0.151

Forces on the atoms, in the same order (eV/Å):
0.94 3.02 2.85
-1.24 -1.48 -6.17
0.29 4.05 2.10
0.26 -2.39 0.57
-1.11 -0.12 0.36
0.88 -0.57 -0.56
-0.60 -1.46 -2.39
0.91 -0.01 1.23
-0.33 -1.05 2.01

Summary:
- frontier orbital gap (alpha / beta) (eV) = 8.77 / 8.63
- HOMO (alpha / beta) (eV) = -11.03 / -10.85
- spin multiplicity = 1
- E (eV) = -6914.5491
- ΔE to the lowest compared entry with this formula, charge and spin (kcal/mol) = 116.71



Record 2
Density functional theory data (wB97M-V/def2-TZVPD) for a 26-piece molecular cluster, C31H114O31 overall.

Each line ends with the Löwdin charge.
Positions of all 176 atoms, in Å:
C (-0.71194, -1.00183, -0.21405)  -0.195
C (0.68264, -0.32982, -0.56132)  -0.185
O (1.80297, -1.17679, -0.62201)  -0.100
O (-0.87822, -1.30907, 1.13979)  -0.067
H (-0.85425, -1.91770, -0.78766)  0.107
H (-1.52841, -0.31610, -0.44046)  0.102
H (0.97993, 0.23344, 0.32323)  0.104
H (0.65977, 0.22657, -1.49835)  0.105
H (2.61043, -0.66315, -0.69803)  0.051
H (-0.65122, -0.52952, 1.65201)  0.050
C (-2.65318, 5.02049, 1.96531)  -0.176
C (-1.60853, 4.37507, 1.06461)  -0.271
O (-0.61470, 3.69901, 1.76181)  -0.051
O (-2.09452, 6.04364, 2.88762)  -0.077
H (-3.03020, 4.19945, 2.57511)  0.107
H (-3.52776, 5.44006, 1.46813)  0.115
H (-1.23618, 5.00515, 0.25686)  0.114
H (-2.22344, 3.61339, 0.58520)  0.091
H (0.21328, 4.18486, 1.76276)  0.051
H (-2.18973, 6.95191, 2.59167)  0.076
C (4.53891, 2.36192, 1.37831)  -0.194
C (3.60238, 2.00189, 0.18097)  -0.170
O (3.93189, 0.69399, -0.33381)  -0.088
O (4.22876, 3.60019, 2.02069)  -0.062
H (5.57079, 2.30462, 1.03185)  0.103
H (4.54503, 1.58414, 2.14193)  0.112
H (3.82287, 2.69912, -0.62732)  0.112
H (2.54120, 2.07714, 0.41834)  0.112
H (4.87959, 0.74980, -0.47651)  0.037
H (4.83369, 3.55151, 2.76452)  0.109
C (-4.13982, 1.55943, -0.73250)  -0.232
C (-5.16858, 2.44115, -0.01137)  -0.203
O (-6.43683, 1.86523, -0.33317)  -0.049
O (-4.02996, 1.82707, -2.09323)  -0.070
H (-4.37982, 0.50720, -0.57980)  0.123
H (-3.13128, 1.74949, -0.36528)  0.104
H (-5.06034, 3.46976, -0.35539)  0.102
H (-5.05675, 2.43845, 1.07287)  0.109
H (-6.69978, 2.33384, -1.12870)  0.083
H (-4.67738, 1.22907, -2.47383)  0.090
C (1.55666, 0.94127, 3.64220)  -0.174
C (2.18688, -0.41943, 3.24571)  -0.277
O (3.51272, -0.44384, 3.55049)  -0.056
O (0.18199, 0.72134, 3.37704)  -0.087
H (1.90656, 1.73295, 2.97971)  0.112
H (1.82463, 1.10594, 4.68584)  0.128
H (2.07324, -0.66724, 2.19035)  0.095
H (1.77093, -1.39167, 3.50997)  0.108
H (3.93532, -1.26382, 3.28469)  0.048
H (-0.23702, 1.52101, 3.70345)  0.038
C (-0.93323, -3.19211, -5.59468)  -0.116
O (0.37665, -3.14338, -4.97807)  -0.141
H (-0.87940, -3.89684, -6.42448)  0.071
H (-1.68208, -3.55086, -4.88856)  0.065
H (-1.19903, -2.22315, -6.01727)  0.057
H (0.39642, -3.55979, -4.11331)  0.024
C (-5.77122, -2.88325, -0.19301)  -0.142
O (-6.94165, -3.16718, -0.99604)  -0.112
H (-5.17337, -3.79422, -0.22152)  0.052
H (-5.16282, -2.03845, -0.51592)  0.063
H (-5.96232, -2.58322, 0.83731)  0.072
H (-7.01307, -2.49614, -1.67883)  0.029
C (7.15092, 2.21611, -1.54656)  -0.132
O (6.78541, 1.11494, -0.74007)  -0.131
H (7.35709, 2.04678, -2.60340)  0.076
H (6.28710, 2.88081, -1.55574)  0.086
H (8.12098, 2.62615, -1.26556)  0.081
H (7.29057, 0.34084, -0.99927)  0.093
C (-2.99700, -4.31423, -2.28468)  -0.185
O (-3.01200, -5.32785, -3.20961)  -0.110
H (-3.23162, -4.62264, -1.26590)  0.068
H (-1.95749, -3.99171, -2.22543)  0.070
H (-3.77042, -3.63126, -2.63606)  0.081
H (-3.92756, -5.58279, -3.34504)  0.085
C (3.36871, 4.00754, -5.57405)  -0.186
O (3.21292, 3.21291, -4.46220)  -0.124
H (4.26053, 3.68438, -6.11102)  0.084
H (2.41593, 4.05057, -6.10173)  0.086
H (3.58970, 5.05951, -5.39344)  0.076
H (3.19684, 2.33498, -4.85025)  0.024
C (-3.46066, 5.19528, -2.21159)  -0.143
O (-3.16071, 4.15710, -3.15639)  -0.128
H (-2.90891, 5.09222, -1.27722)  0.042
H (-3.19308, 6.16569, -2.62967)  0.085
H (-4.47900, 5.14608, -1.82601)  0.065
H (-3.45223, 3.32276, -2.78156)  0.003
C (1.20889, -3.77554, 2.40028)  -0.161
O (1.94012, -4.32961, 3.44518)  -0.111
H (0.75714, -4.51606, 1.74023)  0.074
H (0.34148, -3.18304, 2.69121)  0.077
H (1.86481, -3.13749, 1.80805)  0.074
H (2.77474, -3.85620, 3.47516)  0.029
C (5.08149, -0.73051, -3.34917)  -0.127
O (6.08983, -0.20022, -4.25583)  -0.126
H (4.75844, -1.69633, -3.73766)  0.078
H (5.42029, -0.95871, -2.33861)  0.065
H (4.21191, -0.07357, -3.33013)  0.065
H (5.81644, -0.33365, -5.16636)  0.062
C (-3.01887, 0.40944, 3.21260)  -0.161
O (-4.35873, 0.73496, 3.51555)  -0.096
H (-2.52144, 1.25706, 2.74121)  0.071
H (-2.37557, 0.11998, 4.04356)  0.058
H (-2.87987, -0.42402, 2.52404)  0.068
H (-4.40473, 1.68918, 3.42088)  0.059
C (-0.86324, -5.98823, 4.67414)  -0.197
O (0.28479, -5.67375, 5.37536)  -0.112
H (-1.48489, -6.59068, 5.33649)  0.079
H (-1.36319, -5.08612, 4.32151)  0.067
H (-0.67635, -6.72575, 3.89362)  0.080
H (0.83229, -5.32244, 4.66936)  0.023
C (-6.77376, -0.87001, -3.86158)  -0.116
O (-5.52823, -1.28416, -3.24928)  -0.145
H (-7.06740, -1.43352, -4.74719)  0.080
H (-7.52134, -0.88794, -3.06855)  0.079
H (-6.67005, 0.15765, -4.20983)  0.071
H (-4.74550, -1.12310, -3.78126)  0.036
C (-1.69346, 0.20003, 6.78807)  -0.220
O (-1.81090, 0.35893, 8.12519)  -0.089
H (-1.63444, -0.87516, 6.61900)  0.089
H (-2.57504, 0.57248, 6.26633)  0.072
H (-0.92186, 0.73724, 6.23658)  0.068
H (-1.20433, -0.23678, 8.57103)  0.086
C (0.73259, 3.23516, -2.18897)  -0.152
O (1.49854, 4.34294, -1.78492)  -0.121
H (1.24687, 2.35207, -1.80979)  0.052
H (-0.29374, 3.34314, -1.83811)  0.079
H (0.79974, 3.14181, -3.27288)  0.069
H (2.21930, 4.34026, -2.41904)  0.055
C (1.96973, 6.06547, 1.23544)  -0.123
O (1.95987, 5.00099, 2.19126)  -0.141
H (0.93773, 6.18207, 0.90452)  0.062
H (2.08362, 6.98394, 1.81125)  0.076
H (2.63211, 5.92737, 0.38089)  0.084
H (2.76603, 4.49030, 2.08683)  0.014
C (4.44059, -4.43209, -0.23397)  -0.129
O (5.30315, -4.58883, 0.86744)  -0.118
H (4.95101, -4.83212, -1.11006)  0.090
H (3.50166, -4.98210, -0.17098)  0.068
H (4.26144, -3.36862, -0.39223)  0.086
H (6.13318, -4.94630, 0.54364)  0.100
C (1.78880, 0.10315, -5.01236)  -0.146
O (2.82592, 0.73050, -5.69325)  -0.118
H (2.09272, -0.80363, -4.48940)  0.083
H (1.40837, 0.83817, -4.30305)  0.074
H (0.88270, -0.06060, -5.59568)  0.070
H (3.21445, 0.13540, -6.33861)  0.101
C (-0.50674, 4.48452, 5.59658)  -0.126
O (-0.47985, 3.49209, 4.56803)  -0.141
H (0.17507, 5.32163, 5.44658)  0.078
H (-1.53362, 4.84818, 5.63365)  0.075
H (-0.25996, 3.98826, 6.53516)  0.078
H (-0.83294, 3.88983, 3.76882)  0.024
C (-2.24762, 0.46357, -4.55224)  -0.135
O (-3.25109, -0.32443, -5.15878)  -0.124
H (-2.57163, 1.48875, -4.37304)  0.073
H (-1.98294, 0.04445, -3.58148)  0.084
H (-1.38299, 0.41320, -5.21405)  0.067
H (-3.27243, -0.04592, -6.07725)  0.087
C (1.16357, -4.54063, -1.63231)  -0.152
O (1.08949, -3.28683, -2.23341)  -0.133
H (0.42951, -5.10921, -2.20327)  0.083
H (2.15402, -4.94201, -1.84679)  0.063
H (1.07527, -4.64693, -0.55111)  0.071
H (1.23152, -2.63013, -1.54770)  0.024
C (4.95793, -4.09005, 3.83887)  -0.134
O (4.49512, -3.06370, 2.96454)  -0.138
H (6.04695, -4.13113, 3.85990)  0.083
H (4.60302, -3.98024, 4.86360)  0.097
H (4.68192, -5.11111, 3.57550)  0.086
H (4.56404, -3.42420, 2.07747)  0.043
C (-4.24236, -4.45963, 2.78866)  -0.193
O (-4.56561, -5.80166, 2.65531)  -0.098
H (-4.97763, -3.80621, 3.25828)  0.078
H (-3.51930, -4.36235, 3.59849)  0.061
H (-3.80271, -4.02280, 1.89202)  0.072
H (-4.99802, -6.06432, 1.83945)  0.077

Forces on the atoms, in the same order (eV/Å):
1.13 0.47 -0.48
-0.47 0.08 1.13
-0.27 -2.44 -0.45
0.42 -0.74 0.37
0.01 -0.04 -0.04
0.18 0.36 -0.78
-0.94 1.27 -0.12
-0.51 0.38 0.16
0.28 0.51 0.13
0.18 0.30 0.47
0.91 1.54 1.17
-1.24 0.02 -0.55
-0.17 -0.32 0.31
-0.28 -1.57 -0.34
0.04 0.18 0.50
0.18 -0.04 -0.49
0.22 0.29 0.19
0.03 -0.30 -0.49
0.70 0.35 0.22
-0.22 -0.22 -0.49
-0.40 -1.37 -0.36
1.00 0.37 0.26
-0.71 0.54 0.74
0.61 -0.50 -0.55
0.14 0.63 -0.38
-0.69 -0.38 -0.03
-0.28 0.39 0.00
0.07 -0.26 0.13
0.63 -0.31 -0.31
-0.20 0.68 0.41
1.18 0.56 1.95
0.32 -1.20 -0.49
-0.11 0.89 -0.04
-0.91 -0.39 -0.98
-0.06 0.00 0.22
0.07 -0.08 0.52
-0.16 0.13 -0.08
0.11 -0.25 -0.02
-0.48 -0.16 -0.10
-0.08 0.02 -0.80
0.27 -2.71 -0.90
-0.59 -0.77 -1.60
2.46 1.09 0.95
-0.27 0.43 0.49
0.43 0.12 0.22
-0.36 0.37 0.10
-0.17 1.18 -1.06
-1.17 0.47 1.75
-0.04 -0.33 -0.04
-0.59 0.37 0.05
1.02 -0.65 0.40
-0.51 0.46 -0.86
-0.15 -0.11 -0.07
-0.13 0.21 -0.07
0.03 0.13 0.31
-0.23 0.21 0.21
-0.07 -0.12 -0.29
0.58 0.51 0.72
0.17 0.15 0.25
-0.05 -0.11 -0.82
-0.73 -0.51 0.14
0.18 0.04 0.02
0.29 0.48 -0.89
-0.08 -0.51 -0.17
-0.53 -1.00 -0.22
0.46 0.44 0.40
-0.34 0.58 0.83
0.10 -0.06 -0.02
-0.11 0.65 0.69
0.08 -2.02 -1.09
-0.27 -0.27 0.18
-0.20 0.81 -0.24
0.52 1.10 0.58
0.04 -0.20 -0.12
0.21 1.34 -1.00
0.00 -0.11 1.58
-0.36 -0.21 -0.82
0.25 -0.28 -0.86
-0.03 0.04 0.92
-0.07 -0.67 0.30
0.35 -0.78 0.20
0.07 1.35 0.27
0.66 -0.13 -0.02
-0.33 -0.16 -0.15
-0.50 0.30 -0.65
-0.17 -0.33 0.17
-0.67 0.65 -1.14
-0.08 -0.63 0.58
0.36 -0.50 -0.01
0.15 0.28 0.52
-0.16 0.14 -0.30
0.11 0.11 0.13
-0.25 -0.35 -1.51
0.04 -0.10 1.37
-0.23 -0.13 -0.03
0.60 0.61 -0.18
0.07 0.10 0.26
-0.24 -0.10 0.17
1.24 -0.06 -0.51
0.06 -0.11 -0.02
0.15 0.16 -0.10
-0.41 0.21 0.58
-0.74 -0.10 -0.23
-0.29 -0.07 0.23
-1.08 -1.27 0.41
0.84 0.22 0.06
-0.52 0.51 0.21
-0.33 -0.19 -0.22
0.15 0.33 -0.71
1.02 0.44 0.35
1.32 0.61 0.07
-0.96 -0.18 0.44
0.03 -0.49 0.27
-0.06 -0.16 -0.23
-0.15 0.24 0.07
-0.08 0.19 -0.73
-0.53 -0.94 -2.59
0.02 1.06 2.56
0.19 -0.07 -0.87
-0.49 -0.14 0.37
0.82 0.00 0.51
-0.01 0.12 0.01
0.52 -0.44 -0.26
0.14 0.69 0.05
-0.52 -0.46 0.30
0.09 -0.17 -0.03
-0.56 0.02 -0.16
0.38 0.31 0.02
-1.21 0.23 1.06
-0.54 0.12 -0.57
-0.04 -0.25 -0.61
0.86 0.29 -0.33
0.04 0.05 0.25
0.37 -0.32 0.11
0.24 -0.02 -1.21
0.11 -0.36 0.52
-0.19 0.17 -0.31
0.08 0.08 0.58
-0.29 0.02 -0.09
-0.02 0.05 0.28
-1.41 0.11 1.02
0.87 0.35 -0.72
-0.11 -0.06 -0.09
0.35 -0.01 0.48
0.28 -0.51 -0.60
-0.06 -0.01 -0.06
-0.64 -0.55 -0.08
0.41 -0.03 0.37
0.13 -0.08 -0.28
0.05 0.35 0.39
-0.03 0.03 -0.04
0.15 0.07 -0.39
0.52 0.05 0.10
-0.65 -0.21 0.10
0.06 0.11 -0.19
-0.06 -0.20 -0.09
0.33 0.38 0.30
-0.29 -0.16 -0.07
0.54 -1.19 -1.09
-0.40 0.75 0.38
-0.03 -0.75 0.64
0.11 -0.45 -0.16
-0.65 0.56 0.04
0.46 0.83 0.04
0.94 -0.70 0.47
-0.59 -0.29 0.82
0.15 0.35 0.08
-0.13 0.62 -0.14
-0.49 0.15 -0.56
0.40 -0.12 -0.32
0.76 1.00 0.74
-0.20 -1.13 0.41
-1.04 -0.09 -0.79
0.69 -0.52 -0.26
-0.15 0.14 -0.04
-0.04 0.63 -0.06

Summary:
- frontier orbital gap (eV) = 9.14
- HOMO (eV) = -9.15
- spin multiplicity = 1
- E (eV) = -97454.6638